No. 1
Entry from the OMol25 dataset: C23H23HfP2 as an isolated structure in a non-equilibrium geometry (ωB97M-V with the def2-TZVPD basis set).

Positions of all 49 atoms, in Å:
1 C -0.518 -1.371 -1.178
2 H -0.024 -3.016 3.447
3 C -2.082 -3.679 3.491
4 C -2.730 -1.188 2.410
5 H 0.673 2.343 -2.628
6 C -1.529 1.236 4.338
7 C 1.784 -1.175 4.203
8 H -2.370 -0.372 -0.463
9 C -1.621 2.163 5.380
10 H 1.298 -1.908 -2.260
11 C 0.570 1.371 -2.159
12 C 0.729 0.146 -2.769
13 C -0.497 2.898 5.777
14 H -4.210 -4.085 3.441
15 Hf 0.547 0.436 -0.250
16 P -0.145 -0.212 2.342
17 C -3.419 -3.364 3.229
18 H 1.589 3.323 5.347
19 C 4.041 -1.750 3.542
20 C 1.458 -0.945 2.848
21 C -1.345 -0.321 -0.775
22 C -3.732 -2.120 2.671
23 H -0.650 -2.416 -0.879
24 H 2.176 -1.069 0.761
25 H 1.746 1.697 3.509
26 H 1.040 -1.003 4.991
27 C 0.798 1.822 4.035
28 C 2.414 -1.154 1.844
29 H 5.054 -2.055 3.805
30 H -2.572 2.307 5.894
31 H -0.008 3.468 1.388
32 P -0.660 2.703 0.371
33 H 4.441 -1.706 1.425
34 H -4.766 -1.845 2.478
35 H 3.342 -1.747 5.586
36 C -0.308 1.024 3.685
37 H -1.824 -4.644 3.932
38 C -1.391 -1.484 2.733
39 C -1.063 -2.759 3.224
40 H 1.026 0.026 -3.821
41 C 3.078 -1.581 4.542
42 H -2.409 0.659 4.061
43 H -0.555 3.608 6.606
44 H -2.977 -0.211 1.980
45 C 0.707 2.741 5.075
46 H -1.924 2.618 1.010
47 C 0.604 -1.090 -2.043
48 H -0.977 3.796 -0.479
49 C 3.702 -1.543 2.206

* LUMO: -3.527 eV
* molar mass: 539.88 g/mol
* net charge: +1
* energy relative to the best compared isomer or geometry (same formula, charge and spin): 0.0 kcal/mol

***

No. 2
Entry from the OMol25 dataset: C23H23LaN11 as an isolated structure in a non-equilibrium geometry (ωB97M-V with the def2-TZVPD basis set).

Positions of all 58 atoms, in Å:
1 H 4.398 1.915 -0.439
2 C -1.047 -0.429 3.545
3 C 2.395 -1.119 2.207
4 H -0.660 -1.952 -3.676
5 C -0.298 0.680 -3.505
6 H -5.274 -0.425 -1.811
7 C -2.873 -1.136 4.999
8 C -4.075 0.493 -3.338
9 C -1.836 -0.363 -1.809
10 H 1.064 -2.378 -3.770
11 H -0.325 0.939 -4.578
12 N 1.161 1.573 -0.139
13 C -2.782 0.762 -3.768
14 C 0.989 -1.035 2.201
15 H 2.906 -1.662 1.416
16 C -1.520 -0.967 4.741
17 C -3.357 -0.195 2.851
18 C -3.797 -0.760 4.038
19 C 0.431 -0.379 3.316
20 C 3.196 -0.533 3.185
21 C 2.402 2.067 -0.126
22 N 2.456 3.275 0.400
23 H -3.351 -1.145 -0.485
24 N 4.769 -0.516 -1.201
25 C 3.631 0.091 -0.904
26 H -4.858 -0.891 4.210
27 H 4.275 -0.619 3.128
28 H -4.922 0.824 -3.929
29 H -4.071 0.131 2.102
30 N 2.603 -0.732 -0.943
31 H 2.278 0.971 -3.172
32 C -3.159 -0.609 -1.416
33 C -1.999 -0.016 2.605
34 H -2.399 0.874 0.831
35 H -0.977 1.372 1.481
36 H 0.308 -1.435 -5.074
37 N -1.599 0.567 1.372
38 N 1.180 3.541 0.750
39 C 2.602 0.168 4.223
40 C 0.325 -1.605 -3.985
41 H 1.970 0.305 -4.791
42 C 1.217 0.224 4.300
43 H -2.624 1.304 -4.696
44 C 1.993 0.069 -3.714
45 N 0.681 -0.387 -3.268
46 H -0.786 -1.289 5.470
47 N 3.530 1.444 -0.633
48 N 4.402 -1.797 -1.426
49 H 0.075 1.568 -2.982
50 H 0.739 0.752 5.118
51 H 2.744 -0.698 -3.535
52 N 0.413 2.562 0.448
53 C -1.688 0.337 -3.018
54 C -4.269 -0.203 -2.154
55 H -3.195 -1.574 5.935
56 La 0.278 -0.687 -0.283
57 H 3.206 0.663 4.974
58 N 3.128 -1.938 -1.277

* LUMO: 2.260 eV
* molar mass: 592.42 g/mol
* net charge: -1
* energy relative to the best compared isomer or geometry (same formula, charge and spin): 4.1 kcal/mol

***

No. 3
Entry from the OMol25 dataset: an isolated ion of composition C23H23N2O and charge +1 in a non-equilibrium geometry (ωB97M-V with the def2-TZVPD basis set).

Positions of all 49 atoms, in Å:
1 C 2.007 0.916 1.370
2 C -1.426 0.058 -3.870
3 C 0.959 0.523 0.437
4 H 3.529 -3.486 2.296
5 N -3.439 -0.444 0.487
6 H 4.916 4.012 0.441
7 C 1.820 -4.569 1.518
8 H 3.950 4.442 1.854
9 C 2.571 -3.415 1.775
10 H -1.334 -2.093 2.109
11 C 0.892 -2.018 0.649
12 C 4.075 4.617 0.784
13 H -3.809 1.573 -1.183
14 C 0.441 1.646 -0.331
15 H -1.304 -0.436 2.792
16 H 3.718 2.266 1.641
17 C 2.275 3.087 0.293
18 C -2.421 0.959 -4.241
19 H -4.340 -0.570 -0.030
20 H 4.285 5.669 0.603
21 H 0.634 3.690 -1.037
22 O 2.875 4.267 0.086
23 C -2.197 0.166 -1.591
24 H -4.169 2.050 -3.600
25 H -0.107 -0.869 -0.942
26 H -0.789 -3.145 -0.128
27 H -0.026 -5.342 0.690
28 H -3.748 -1.899 1.932
29 N -1.220 -0.574 0.720
30 H -0.806 -0.394 -4.612
31 C -3.325 1.468 -3.293
32 C 2.759 2.084 1.177
33 C 0.291 -0.736 0.107
34 C -3.171 1.101 -1.941
35 C -3.219 -0.970 1.831
36 H -3.612 -0.271 2.553
37 C -1.722 -1.057 1.977
38 C 1.019 2.871 -0.394
39 C 0.597 -4.441 0.874
40 H -0.455 1.483 -0.899
41 H -0.551 -1.085 -2.276
42 C 2.115 -2.158 1.337
43 H 2.300 0.355 2.256
44 C -1.311 -0.345 -2.560
45 C 0.152 -3.175 0.441
46 H 2.175 -5.542 1.855
47 H 2.816 -1.328 1.433
48 H -2.460 1.329 -5.289
49 C -2.213 -0.271 -0.105

* SMILES: COc1ccc([C@@H](c2ccccc2)N2CC[NH+]=C2c2ccccc2)cc1
* LUMO: -3.015 eV
* molar mass: 343.45 g/mol
* net charge: +1
* energy relative to the best compared isomer or geometry (same formula, charge and spin): 33.1 kcal/mol

***

No. 4
Entry from the OMol25 dataset: one molecule with the formula C23H23N3O3S (ωB97M-V with the def2-TZVPD basis set).

Positions of all 53 atoms, in Å:
1 N 3.399 -0.692 -0.432
2 H 1.296 0.370 -2.846
3 H -2.738 0.466 -1.205
4 C -4.378 0.245 0.721
5 C -5.250 -0.661 0.126
6 C -1.959 1.121 -0.847
7 C 3.053 0.304 0.551
8 H -7.446 -3.531 -1.311
9 H 1.452 -1.260 -0.915
10 C -3.340 -0.202 1.528
11 C 0.398 1.684 -0.760
12 N 1.722 1.484 -1.132
13 C 2.076 0.462 -2.092
14 H -3.823 3.507 0.374
15 C 5.710 -0.917 0.295
16 C 0.053 2.811 -0.004
17 H 0.814 3.514 0.297
18 O -5.780 2.159 0.657
19 C 2.353 -0.889 -1.414
20 H -1.489 3.945 0.930
21 C -0.646 0.854 -1.180
22 H 3.846 0.410 1.290
23 H 2.702 -1.629 -2.136
24 H 3.683 1.980 -0.662
25 C -5.064 -2.026 0.305
26 C 2.774 1.646 -0.151
27 C -3.162 -1.563 1.710
28 C 7.621 -1.105 1.592
29 H -6.652 -2.051 -1.904
30 H -2.687 0.504 2.018
31 C -4.004 -2.470 1.100
32 C -2.282 2.215 -0.053
33 S 6.277 0.722 0.408
34 C -4.659 1.698 0.548
35 C 6.547 -1.765 0.959
36 H -0.450 -0.019 -1.782
37 O -5.846 -2.995 -0.239
38 H 8.372 -1.609 2.173
39 H 8.303 0.976 1.720
40 H -2.359 -1.921 2.338
41 H 2.497 2.390 0.593
42 H 6.385 -2.827 0.994
43 H 2.138 -0.021 1.063
44 N -3.599 2.521 0.312
45 C -6.958 -2.605 -1.011
46 H -6.061 -0.269 -0.466
47 C -1.254 3.067 0.346
48 O 4.751 -2.203 -1.410
49 C 7.610 0.235 1.376
50 C 4.587 -1.322 -0.583
51 H -7.657 -1.998 -0.428
52 H -3.873 -3.532 1.231
53 H 2.994 0.791 -2.592

* SMILES: COc1cccc(C(=O)Nc2ccc(N3CCN(C(=O)c4cccs4)CC3)cc2)c1
* LUMO: 0.529 eV
* molar mass: 421.52 g/mol
* energy relative to the best compared isomer or geometry (same formula, charge and spin): 26.2 kcal/mol

***

No. 5
Entry from the OMol25 dataset: C23H23N3O4ReS3SeTe as an isolated structure in a non-equilibrium geometry (ωB97M-V with the def2-TZVPD basis set).

Positions of all 59 atoms, in Å:
1 O -1.087 1.113 -2.827
2 C 2.594 -2.882 -1.276
3 C -3.684 0.937 1.669
4 H 4.462 -0.303 -0.114
5 C 4.224 -1.317 -0.405
6 C -1.817 4.054 1.871
7 H -2.841 7.154 1.147
8 C 4.822 -3.610 -0.729
9 H -2.059 -6.269 3.984
10 C 2.217 1.992 -3.334
11 S -0.996 0.427 -1.603
12 C 2.723 0.001 -5.222
13 H 6.168 -2.105 0.003
14 C -1.366 -3.684 1.851
15 H 2.924 -0.766 -5.954
16 C -1.135 -4.284 4.114
17 H -0.825 5.967 1.955
18 H -0.389 -2.484 3.172
19 N -0.993 -3.294 3.058
20 O -2.150 -0.228 -1.044
21 N -0.912 3.104 2.289
22 C -4.125 4.018 1.088
23 H -3.221 -4.936 3.976
24 C 2.269 0.651 -2.976
25 S -1.088 -2.852 0.382
26 H -3.537 0.438 0.705
27 C -1.730 5.432 1.720
28 H 3.300 -4.884 -1.534
29 H -4.883 5.929 0.569
30 Se -0.641 0.226 2.630
31 C -2.227 -5.246 3.659
32 H 0.028 3.291 2.605
33 O -0.430 1.286 -0.506
34 H -4.698 1.332 1.724
35 Te 1.754 0.152 -0.963
36 Re -0.496 -0.602 0.426
37 H -3.538 0.207 2.468
38 C 2.410 2.324 -4.665
39 C -2.858 6.082 1.261
40 C -2.999 3.354 1.564
41 H 2.839 1.607 -6.629
42 C 2.667 1.334 -5.600
43 C -4.029 5.387 0.944
44 H -1.389 -3.797 5.056
45 C -1.492 1.898 2.245
46 C 3.548 -3.886 -1.205
47 S -2.199 -5.178 1.824
48 H 5.550 -4.403 -0.656
49 H 2.037 2.758 -2.585
50 H 1.593 -3.095 -1.636
51 C 5.167 -2.325 -0.336
52 H 2.570 -1.395 -3.596
53 N -2.751 2.020 1.826
54 C 2.518 -0.355 -3.899
55 C 2.944 -1.600 -0.875
56 H 2.367 3.357 -4.971
57 O 0.109 -0.738 -1.741
58 H -0.184 -4.811 4.249
59 H -5.035 3.496 0.844

* 2S+1: 2
* ⟨S²⟩: 0.76
* LUMO (spin up / spin down): -6.902 / -6.827 eV
* molar mass: 894.42 g/mol
* net charge: +2
* energy relative to the best compared isomer or geometry (same formula, charge and spin): 79.7 kcal/mol

***

No. 6
Entry from the OMol25 dataset: one molecule with the formula C23H23N3O6S2 in a non-equilibrium geometry (ωB97M-V with the def2-TZVPD basis set).

Positions of all 57 atoms, in Å:
1 C 1.301 2.936 0.893
2 H 5.127 -1.463 -2.572
3 S -3.339 2.266 0.144
4 H -6.080 0.624 -3.104
5 C -0.711 -3.613 2.281
6 C -1.696 2.333 0.766
7 N -1.098 3.555 0.875
8 O 4.672 -0.892 1.756
9 H -7.352 0.806 -0.945
10 C 2.332 3.141 -0.026
11 H 2.960 -1.973 0.423
12 C 2.046 -1.241 -1.421
13 C -3.293 0.542 0.379
14 O -5.398 0.628 -0.518
15 H -6.826 -0.856 -0.529
16 H 1.715 -0.306 -0.940
17 C 0.226 3.961 0.910
18 N 4.374 -1.007 -0.704
19 H 1.243 -2.878 1.802
20 C 2.419 0.974 1.701
21 C -2.075 0.162 0.912
22 H 5.505 0.163 -1.951
23 C -2.534 -2.108 1.852
24 H -5.609 -1.029 -2.675
25 H 3.739 0.076 -3.856
26 C -2.066 -3.327 2.306
27 H -2.764 -4.056 2.687
28 H 2.503 0.139 2.378
29 H 4.206 2.401 -0.783
30 H -7.309 -0.645 -2.976
31 C 3.385 2.249 -0.100
32 C -6.574 0.053 -1.086
33 C 3.207 -1.853 -0.631
34 H 2.295 4.006 -0.671
35 C 4.726 -0.592 -2.041
36 O 0.457 5.148 0.892
37 H 0.411 -0.699 0.990
38 O -4.531 -1.421 -0.167
39 C 3.400 1.155 0.745
40 C -1.643 -1.159 1.354
41 H 1.206 -1.935 -1.478
42 C -6.379 -0.269 -2.560
43 O 5.940 0.645 0.283
44 H 3.182 0.903 -2.372
45 H -0.351 -4.566 2.637
46 N -1.203 1.191 1.093
47 H 0.613 1.749 2.545
48 H -3.588 -1.893 1.891
49 O 2.432 -0.975 -2.751
50 C 1.367 1.873 1.787
51 S 4.730 -0.049 0.600
52 H -1.730 4.345 0.779
53 C -0.277 -1.446 1.351
54 C 3.504 -0.059 -2.799
55 C -4.439 -0.219 -0.109
56 H 3.459 -2.830 -1.059
57 C 0.184 -2.666 1.807

* SMILES: CCOC(=O)c1sc(NC(=O)c2ccc(S(=O)(=O)N3CCOCC3)cc2)nc1-c1ccccc1
* LUMO: -0.428 eV
* molar mass: 501.59 g/mol
* energy relative to the best compared isomer or geometry (same formula, charge and spin): 0.0 kcal/mol

***

No. 7
Entry from the OMol25 dataset: one molecule with the formula C23H23N5O3S2 in a non-equilibrium geometry (ωB97M-V with the def2-TZVPD basis set).

Positions of all 56 atoms, in Å:
1 N -2.576 -0.787 0.818
2 C 0.514 1.174 3.573
3 O 2.988 -0.093 5.993
4 N -1.993 0.095 -3.922
5 N -1.796 -1.031 1.875
6 H 0.049 2.105 3.286
7 C 1.632 -1.226 4.450
8 H 4.165 0.766 7.357
9 C 2.044 0.003 5.022
10 C 0.141 0.253 -6.680
11 O -1.868 -1.987 -3.076
12 H 2.399 -4.323 5.029
13 H -0.716 2.755 0.317
14 H -0.063 3.235 -1.903
15 C 0.966 1.881 -3.203
16 C -2.123 0.293 0.244
17 H -4.679 0.600 -3.427
18 N -1.044 0.792 0.916
19 H 2.050 -3.696 3.399
20 H 2.604 1.595 7.138
21 H -5.084 -1.105 -3.182
22 C 0.402 2.264 -1.999
23 H 0.339 -2.136 2.993
24 C 3.425 1.084 6.624
25 O 2.227 -2.335 4.957
26 C -0.882 -0.096 1.951
27 C -3.398 -0.454 -2.027
28 C 1.010 0.151 -1.044
29 C 1.824 -3.591 4.465
30 H 1.163 -1.644 -7.052
31 C 0.431 1.407 -0.908
32 C 0.485 -1.044 -6.483
33 H 0.640 1.952 1.153
34 C 0.127 -0.023 2.992
35 C -4.744 -0.197 -2.688
36 H 2.003 -1.217 -2.349
37 C 1.469 1.182 4.579
38 C -0.161 1.817 0.421
39 C 0.684 -1.222 3.446
40 H 1.750 2.125 5.020
41 H -2.347 1.038 -3.837
42 H 1.026 -0.527 -0.202
43 H -3.483 -1.217 -1.250
44 H -5.475 0.087 -1.935
45 H 0.938 2.551 -4.048
46 H 0.507 0.896 -7.459
47 S -2.797 1.059 -1.165
48 C 1.552 0.633 -3.328
49 C 1.564 -0.236 -2.251
50 H 1.995 0.337 -4.267
51 N -0.755 0.758 -5.796
52 H 3.894 1.774 5.914
53 H 0.756 -3.762 4.627
54 S -0.345 -1.698 -5.115
55 C -2.347 -0.876 -3.034
56 C -1.092 -0.136 -4.930

* SMILES: COc1ccc(-c2nnc(S[C@@H](C)C(=O)Nc3nccs3)n2Cc2ccccc2)cc1OC
* LUMO: 0.522 eV
* molar mass: 481.60 g/mol
* energy relative to the best compared isomer or geometry (same formula, charge and spin): 31.3 kcal/mol

***

No. 8
Entry from the OMol25 dataset: C23H23N6O3RhSSeTe as an isolated structure (ωB97M-V with the def2-TZVPD basis set).

Positions of all 59 atoms, in Å:
1 C -5.993 -0.323 1.778
2 H 6.941 2.994 -2.145
3 C -5.122 -2.350 2.963
4 H -4.840 2.843 -0.642
5 C 0.650 -5.649 0.928
6 H 1.141 -1.089 3.038
7 C -4.061 2.143 -0.370
8 H 5.736 0.685 -3.009
9 H 0.369 -6.454 0.250
10 H 1.198 -4.885 -1.851
11 C -3.363 0.164 0.787
12 C 1.435 -4.086 -1.148
13 H -4.167 -4.022 3.918
14 H 2.694 0.496 2.184
15 N -7.226 -0.470 2.185
16 C 1.868 0.123 0.338
17 H 0.395 0.384 3.071
18 H 6.679 5.435 -2.326
19 C 5.812 4.794 -2.405
20 O 2.914 0.519 -0.214
21 C 5.017 1.092 -2.300
22 H -1.936 -3.452 2.987
23 C -4.053 -3.161 3.276
24 H 5.275 0.760 -1.294
25 H -0.779 1.430 -0.748
26 O 0.844 -0.350 -0.254
27 H 1.790 2.412 -3.618
28 C -2.805 -2.847 2.754
29 N -2.597 -1.800 1.961
30 C -5.727 0.811 0.946
31 H 2.427 -4.220 -0.720
32 C 3.590 3.140 -2.617
33 C -1.809 1.363 -0.424
34 H 1.718 -5.668 1.143
35 N -2.100 0.326 0.352
36 C 4.554 5.344 -2.620
37 C 2.376 2.245 -2.716
38 H 0.074 -5.724 1.847
39 C -4.916 -1.243 2.139
40 S 0.226 -4.107 0.153
41 O 0.695 -3.010 1.138
42 C -4.377 1.054 0.444
43 C 3.447 4.521 -2.725
44 N -6.744 1.587 0.678
45 Rh -0.651 -1.277 0.997
46 H -2.482 3.130 -1.436
47 Se -8.158 0.885 1.502
48 H -6.115 -2.547 3.345
49 H 1.730 2.306 -1.839
50 N 1.841 0.236 1.714
51 C -2.764 2.299 -0.806
52 Te 3.129 0.277 -2.744
53 C -3.635 -0.998 1.653
54 N 0.794 -0.324 2.464
55 C 5.960 3.422 -2.301
56 H 1.351 -3.119 -1.642
57 H 2.468 4.951 -2.896
58 H 4.439 6.415 -2.714
59 C 4.849 2.590 -2.409

* 2S+1: 5
* ⟨S²⟩: 6.01
* LUMO (spin up / spin down): -5.553 / -6.583 eV
* molar mass: 773.01 g/mol
* net charge: +2
* energy relative to the best compared isomer or geometry (same formula, charge and spin): 0.0 kcal/mol